{"formula": "C4H12O3", "method": "ωB97M-V with the def2-TZVPD basis set", "elements": ["C", "C", "C", "O", "C", "H", "H", "H", "H", "H", "H", "H", "H", "H", "H", "O", "H", "H", "O"], "coordinates": [[1.8442, -0.1123, 1.7381], [1.4787, -0.2137, 0.2953], [0.9817, 0.7956, -0.4509], [0.6722, 2.0053, 0.0852], [0.4314, 0.4745, -1.8301], [1.0878, -0.6700, 2.2888], [1.7690, 0.8999, 2.1246], [2.7866, -0.5378, 2.0735], [1.6118, -1.1089, -0.3005], [0.5087, 1.9508, 1.0284], [-0.3566, -0.2415, -1.7285], [1.1928, -0.0585, -2.3955], [0.1260, 1.4047, -2.2990], [-0.8155, -1.3220, 0.4701], [-0.4408, -2.6653, 0.9549], [-1.1684, -2.2228, 0.4927], [-3.5990, -0.3564, 0.2969], [-2.6181, -0.7879, -0.8833], [-3.2483, -0.1414, -0.5661]], "forces_ev_per_a": [[-0.7, -0.5, 0.4], [0.5, 1.0, -1.1], [-0.6, -1.9, 1.3], [-0.3, 0.7, -0.9], [1.2, 0.9, 0.5], [-0.1, -0.2, 0.4], [0.2, 0.2, -0.1], [0.3, 0.1, -0.4], [0.2, -0.3, 0.5], [0.2, -0.2, 0.1], [-0.9, 0.0, 0.0], [0.1, 0.3, -0.3], [-0.2, -0.2, -0.4], [-0.2, 0.2, -0.1], [-0.3, -0.3, -0.2], [0.6, 0.2, 0.3], [0.3, -0.6, 0.1], [-0.1, -0.5, 0.5], [-0.2, 1.0, -0.6]], "mulliken_charge": [-1.1218, -0.5232, 0.7347, -0.5444, -1.0445, 0.2451, 0.3000, 0.3403, 0.4524, 0.2824, 0.1821, 0.3600, 0.3269, 0.3498, 0.3115, -0.6589, 0.3164, 0.3335, -0.6424], "e_homo_ev": -8.73, "homo_lumo_gap_ev": 9.2, "de_lowest_kcal_mol": 22.20, "mol_weight_da": 108.1}

***

{"formula": "C4H12O3", "method": "ωB97M-V with the def2-TZVPD basis set", "elements": ["C", "C", "C", "O", "C", "O", "H", "H", "H", "H", "H", "H", "H", "H", "H", "H", "H", "H", "O"], "coordinates": [[0.9299, 1.0214, -0.3668], [1.1425, -0.4389, -0.0558], [1.1928, -0.6338, 1.5361], [1.2963, -2.0701, 1.8648], [-0.5292, 1.3686, -0.4113], [-1.1286, 0.7920, 0.7846], [1.5573, 1.7915, 0.3167], [1.1924, 1.4069, -1.3757], [0.3374, -1.0113, -0.5597], [2.1072, -0.6563, -0.5750], [2.1428, -0.1456, 1.8771], [0.3105, -0.1490, 1.8980], [1.9742, -2.4893, 1.3389], [-0.9087, 2.4842, -0.4928], [-0.9170, 0.8967, -1.3730], [-1.3843, -0.0753, 0.7501], [-3.1200, -1.4378, -1.8948], [-3.2500, 0.0311, -1.9024], [-2.9454, -0.6850, -1.3588]], "forces_ev_per_a": [[1.0, 4.1, 0.0], [0.9, 0.3, 0.3], [2.4, -1.7, -2.6], [-1.2, 1.6, 0.5], [-2.3, -0.1, 0.2], [0.3, 4.8, -0.2], [-1.4, -2.0, -1.0], [0.8, -0.9, 0.2], [0.4, 0.0, 0.5], [-0.5, -0.6, 0.8], [-1.0, -0.1, -0.1], [-0.2, -0.4, 0.9], [0.3, 0.2, -0.3], [1.3, -2.1, 0.5], [0.1, 0.2, 1.3], [-1.0, -3.3, -1.0], [-0.2, -1.2, -0.5], [-0.2, 0.8, -0.2], [0.4, 0.3, 0.8]], "mulliken_charge": [-0.4464, -0.5185, -0.5464, -0.5365, -0.4026, -0.5843, 0.2224, 0.3099, 0.2527, 0.3839, 0.2700, 0.4732, 0.3022, 0.3130, 0.1814, 0.3165, 0.3012, 0.3020, -0.5937], "e_homo_ev": -9.91, "homo_lumo_gap_ev": 10.5, "de_lowest_kcal_mol": 43.15, "mol_weight_da": 108.1}

***

{"formula": "C4H12OS", "method": "ωB97M-V with the def2-TZVPD basis set", "elements": ["C", "C", "S", "H", "H", "H", "H", "H", "H", "C", "O", "C", "H", "H", "H", "H", "H", "H"], "coordinates": [[1.6306, 2.6157, 2.7476], [1.3132, 1.6839, 1.5858], [0.3682, 0.2305, 2.0150], [2.0063, 2.1247, 3.6327], [0.6829, 3.1062, 3.0538], [2.3652, 3.4300, 2.6457], [0.7330, 2.3597, 0.9678], [2.3041, 1.5095, 1.1446], [-0.2099, 0.1389, 0.8141], [-0.7680, -2.2448, -1.9625], [-0.2333, -2.0539, -3.2404], [-1.9889, -1.3771, -1.7080], [-1.0164, -3.2893, -1.7250], [-0.0016, -1.9438, -1.2259], [-0.2191, -2.8036, -3.8337], [-2.8800, -1.8781, -2.1056], [-2.1547, -1.2349, -0.6271], [-1.9316, -0.3736, -2.1789]], "forces_ev_per_a": [[-1.0, 0.6, 2.2], [0.8, 1.9, 0.6], [0.8, 0.6, 0.0], [0.0, -0.5, 0.3], [0.6, -0.2, 0.0], [-0.2, -0.5, -1.1], [-0.3, -0.7, -1.0], [-0.4, -0.9, -0.5], [-0.3, -0.3, -0.4], [0.1, -0.1, 0.8], [0.2, 0.7, -0.3], [-0.7, 0.3, -0.3], [0.1, 0.2, -0.3], [0.1, -0.2, -0.2], [-0.2, -0.4, 0.3], [0.1, 0.3, 0.1], [0.0, -0.1, -0.2], [0.2, -0.6, 0.2]], "mulliken_charge": [-1.1719, -0.2293, 0.3121, 0.3705, 0.3323, 0.3497, 0.3562, 0.3929, 0.2672, -0.0095, -0.5349, -0.9441, 0.2924, 0.0537, 0.3264, 0.3006, 0.2351, 0.3005], "e_homo_ev": [-13.00, -12.98], "homo_lumo_gap_ev": [8.7, 3.5], "total_charge": 1, "de_lowest_kcal_mol": 42.10, "mol_weight_da": 108.2, "multiplicity": 2, "s2": 0.753}

***

{"formula": "C4H12OS2", "method": "ωB97M-V with the def2-TZVPD basis set", "elements": ["S", "S", "C", "C", "C", "C", "H", "H", "H", "H", "H", "H", "H", "H", "H", "H", "O", "H", "H"], "coordinates": [[-1.8365, -0.2145, -1.6667], [-0.1282, -1.2607, -1.0258], [-2.5937, 2.3814, -1.1774], [0.7057, -2.0255, 1.4973], [-1.3616, 1.4419, -1.0127], [-0.4246, -1.2563, 0.7835], [-2.8480, 2.4089, -2.2504], [-2.2967, 3.3952, -0.8601], [-3.4919, 2.0843, -0.6105], [0.6588, -1.8977, 2.5919], [1.6965, -1.6913, 1.1462], [0.5928, -3.0974, 1.2632], [-0.4505, 1.8072, -1.5245], [-1.1571, 1.4362, 0.0753], [-0.6148, -0.2733, 1.2557], [-1.3402, -1.8678, 0.8989], [5.1324, -0.8188, 0.2416], [5.5387, 0.0570, 0.4316], [4.2187, -0.6088, -0.0571]], "forces_ev_per_a": [[1.2, 0.2, 0.8], [-0.6, 0.7, 0.2], [0.7, 0.1, -0.7], [0.0, 0.0, -0.3], [-0.9, 0.5, 0.5], [-0.6, -1.0, 0.6], [-0.1, 0.2, 0.4], [-0.2, -0.3, -0.2], [0.6, -0.1, -0.1], [0.0, 0.0, -0.5], [-0.3, -0.1, 0.2], [0.2, 0.4, 0.2], [-0.7, -0.2, 0.1], [0.1, -0.5, -0.6], [0.3, -0.3, -0.7], [0.3, 0.6, 0.1], [-0.5, 1.1, -0.1], [-0.5, -0.9, -0.2], [1.0, -0.2, 0.3]], "mulliken_charge": [-0.1361, -0.1192, -1.1832, -0.9832, -0.2221, -0.2839, 0.3239, 0.3421, 0.3269, 0.3282, 0.2031, 0.2925, 0.3269, 0.2094, 0.2824, 0.2909, -0.6475, 0.3241, 0.3247], "e_homo_ev": -8.69, "homo_lumo_gap_ev": 9.2, "de_lowest_kcal_mol": 8.32, "mol_weight_da": 140.3}

***

{"formula": "C4H12OS2", "method": "ωB97M-V with the def2-TZVPD basis set", "elements": ["C", "C", "S", "S", "C", "C", "H", "H", "H", "H", "H", "H", "H", "H", "H", "H", "H", "H", "O"], "coordinates": [[-0.4050, 2.3227, 0.2572], [-0.8034, 1.0082, 0.9156], [-1.1241, -0.3451, -0.2403], [0.8698, -0.7201, -0.8488], [0.9027, -0.0472, -2.5377], [1.6221, -1.0133, -3.4805], [-0.1149, 3.0921, 0.9683], [0.4446, 2.1217, -0.3898], [-1.2455, 2.6048, -0.3876], [0.1104, 0.6704, 1.4265], [-1.5484, 0.8780, 1.7006], [1.5083, 0.8677, -2.4915], [-0.1202, 0.2585, -2.7287], [1.8668, -0.5324, -4.4255], [2.5227, -1.3380, -2.9552], [1.0373, -1.9083, -3.6616], [-0.2979, -1.2451, 5.6300], [-1.4358, -0.3622, 5.9945], [-0.4867, -0.3490, 5.9065]], "forces_ev_per_a": [[-1.3, -0.4, -0.3], [1.9, -0.8, 0.7], [1.0, -0.3, -0.4], [-1.2, -0.2, 0.3], [0.8, 0.6, 0.3], [-0.5, 0.0, 0.5], [-0.2, 0.1, 0.0], [0.1, 0.0, 0.0], [0.3, 0.6, 0.1], [-0.3, -0.1, 0.1], [-0.4, 0.9, -0.3], [-0.2, 0.0, 0.0], [0.0, -0.3, -0.5], [0.1, 0.0, 0.0], [0.2, 0.1, -0.3], [-0.2, -0.1, -0.1], [0.3, -0.3, -0.1], [-0.5, 0.2, 0.1], [0.2, 0.1, 0.0]], "mulliken_charge": [-0.7857, -0.5394, -0.1062, -0.1243, -0.3779, -1.1416, 0.3550, 0.1479, 0.2596, 0.2667, 0.4028, 0.2696, 0.4198, 0.3428, 0.3012, 0.3104, 0.3189, 0.3156, -0.6350], "e_homo_ev": -8.58, "homo_lumo_gap_ev": 9.2, "de_lowest_kcal_mol": 10.79, "mol_weight_da": 140.3}

***

{"formula": "C4H12OSi2", "method": "ωB97M-V with the def2-TZVPD basis set", "elements": ["C", "C", "C", "C", "O", "Si", "Si", "H", "H", "H", "H", "H", "H", "H", "H", "H", "H", "H", "H"], "coordinates": [[2.6999, 1.5060, 0.9308], [1.5865, 2.1272, 0.6372], [-0.0301, -1.9964, -0.6652], [0.3603, -0.6053, -1.1486], [-1.4837, 1.5473, -1.8008], [-2.5007, 0.2345, 1.2143], [-0.7866, 0.7932, -0.4462], [3.6515, 1.8713, 1.3146], [2.6271, 0.4516, 0.9533], [1.5932, 3.1908, 0.8242], [0.5073, -2.2836, 0.2683], [-1.0822, -2.0896, -0.4327], [0.2231, -2.7584, -1.3836], [0.1040, -0.6608, -2.2241], [1.4155, -0.4697, -1.1023], [-1.1071, 2.3522, -2.1311], [-3.8462, 0.0670, 0.6265], [-1.9505, -1.0397, 1.6638], [-2.7084, 1.0488, 2.3537]], "forces_ev_per_a": [[-0.1, -1.1, 0.4], [-1.9, 0.5, -0.5], [0.7, -0.5, 1.5], [-2.1, -0.4, -0.7], [0.1, -0.9, 1.6], [0.6, -0.5, -1.4], [2.3, 0.9, -0.3], [-0.3, 0.6, -0.1], [0.4, -1.4, -0.3], [-0.5, 0.5, -0.4], [-0.4, 0.3, -0.5], [-0.4, -0.1, -0.1], [0.1, -0.3, -0.4], [0.1, 0.7, 0.3], [0.7, 0.6, 0.3], [0.3, 0.6, -0.2], [0.1, -0.1, -0.3], [0.0, -0.4, 0.2], [0.2, 1.0, 0.9]], "mulliken_charge": [-0.6169, -0.4059, -1.1765, -0.4195, -0.4934, 0.4527, 0.3330, 0.2741, 0.1861, 0.2495, 0.2785, 0.2861, 0.3561, 0.3172, 0.4203, 0.3260, -0.0998, -0.1211, -0.1462], "e_homo_ev": [-8.07, -8.08], "homo_lumo_gap_ev": [7.9, 7.9], "de_lowest_kcal_mol": 120.98, "mol_weight_da": 132.3}

***

Number 1: DFT total energy -385.286379 hartree. Number 2: DFT total energy -385.252992 hartree. Number 3: DFT total energy -632.643290 hartree. Number 4: DFT total energy -1031.204547 hartree. Number 5: DFT total energy -1031.200622 hartree. Number 6: DFT total energy -813.694646 hartree.